Density functional theory data (ωB97M-V with the def2-TZVPD basis set) for C50H49CrN3OP2Se as an isolated structure.

```
107
Properties=species:S:1:pos:R:3
Cr -0.24 -0.67 -0.07
C -1.00 -2.26 2.87
P -1.91 -1.07 1.81
C -3.67 -1.13 2.17
C -4.49 -1.87 1.32
C -5.84 -2.00 1.60
C -6.37 -1.38 2.72
C -5.56 -0.63 3.56
C -4.21 -0.50 3.28
C -1.37 0.59 2.32
C -2.01 1.66 1.69
C -1.65 2.97 1.94
C -0.62 3.23 2.84
C 0.03 2.18 3.48
C -0.33 0.86 3.21
C 0.07 -2.89 2.04
C 0.75 -4.07 2.25
C 1.60 -4.27 1.14
C 1.39 -3.20 0.30
C 1.98 -2.91 -1.05
P 0.76 -1.83 -1.89
C -0.43 -2.95 -2.66
C -0.17 -3.51 -3.91
C -1.07 -4.41 -4.46
C -2.23 -4.74 -3.77
C -2.49 -4.19 -2.52
C -1.59 -3.29 -1.97
C 1.60 -0.98 -3.25
C 2.98 -1.07 -3.44
C 3.58 -0.40 -4.50
C 2.81 0.36 -5.37
C 1.44 0.43 -5.20
C 0.83 -0.24 -4.15
N 0.46 -2.34 0.84
H -1.71 -3.02 3.21
H -0.63 -1.76 3.76
H -4.07 -2.34 0.44
H -6.48 -2.57 0.94
H -7.43 -1.47 2.94
H -5.98 -0.13 4.42
H -3.58 0.10 3.93
H -2.82 1.46 0.99
H -2.15 3.77 1.43
H -0.33 4.25 3.05
H 0.82 2.38 4.18
H 0.22 0.06 3.69
H 0.63 -4.73 3.10
H 2.25 -5.10 0.95
H 2.08 -3.83 -1.63
H 2.96 -2.43 -1.00
H 0.72 -3.25 -4.46
H -0.88 -4.84 -5.43
H -2.94 -5.44 -4.20
H -3.39 -4.45 -1.98
H -1.79 -2.86 -0.99
H 3.59 -1.66 -2.78
H 4.65 -0.48 -4.64
H 3.28 0.87 -6.20
H 0.83 1.01 -5.88
H -0.24 -0.18 -4.01
C -3.24 6.37 -1.30
C -2.88 4.91 -1.38
C -1.56 4.50 -1.48
C -1.21 3.16 -1.56
C 0.24 2.79 -1.65
C -2.21 2.19 -1.53
Se -1.82 0.30 -1.68
C -3.56 2.57 -1.44
C -4.71 1.61 -1.38
C -3.86 3.93 -1.35
H -2.36 7.00 -1.35
H -3.77 6.60 -0.37
H -3.90 6.65 -2.12
H -0.77 5.25 -1.51
H 0.87 3.69 -1.64
H 0.45 2.24 -2.57
H 0.54 2.15 -0.82
H -4.49 0.66 -1.86
H -5.58 2.04 -1.86
H -4.98 1.39 -0.34
H -4.90 4.22 -1.28
C 5.91 0.38 1.40
N 4.69 0.63 0.66
N 3.45 0.27 1.14
C 2.52 0.52 0.18
O 1.29 0.33 0.41
C 3.21 1.01 -0.95
C 4.55 1.06 -0.61
C 5.71 1.49 -1.41
C 3.21 -0.03 2.52
C 2.82 -1.31 2.88
C 2.57 -1.57 4.23
C 2.73 -0.58 5.17
C 3.13 0.70 4.79
C 3.37 0.98 3.46
H 5.67 -0.14 2.32
H 6.41 1.32 1.64
H 6.58 -0.25 0.81
H 2.77 1.31 -1.88
H 5.41 1.63 -2.45
H 6.52 0.76 -1.38
H 6.11 2.44 -1.05
H 2.69 -2.09 2.13
H 2.25 -2.56 4.52
H 2.55 -0.79 6.22
H 3.26 1.47 5.54
H 3.66 1.97 3.14
```

The calculation puts the HOMO energy (spin up / spin down) at -0.3438 / -0.3531 Ha. As for the spin multiplicity: 4. The expectation value of S² is 3.82. Its net charge is +1.